Record 1
Density functional theory data (the ωB97M-V functional and the def2-TZVPD basis) for a molecular structure, C40H38Cl2HgN7O5Si at a distorted geometry.

Summary:
relative energy (zero: lowest compared OMol25 entry of this formula, charge and spin): 1.186 eV
gap between HOMO and LUMO (alpha / beta): 5.16 / 6.41 eV
net charge: -2
maximum force: 1.0 eV/A
multiplicity: 2
LUMO level (alpha / beta): 3.70 / 3.70 eV

Last column: Löwdin spin population.
CARTESIAN COORDINATES (ANGSTROEM)
Hg -0.079 0.128 1.031  0.00
C -3.364 1.265 1.972  0.00
N -1.939 1.462 2.002  0.00
C -1.453 2.402 2.735  0.00
C -0.069 2.630 2.909  0.00
C 0.569 3.598 3.703  0.00
C 1.929 3.363 3.590  0.00
C 2.061 2.262 2.742  0.00
N 0.874 1.828 2.326  0.00
C -4.057 1.830 0.755  0.00
C -5.319 1.356 0.406  0.00
C -5.997 1.888 -0.677  0.00
C -5.411 2.892 -1.433  0.00
C -4.154 3.359 -1.093  0.00
C -3.483 2.841 0.001  0.00
H -3.851 1.726 2.856  0.00
H -3.559 0.188 2.009  0.00
H -2.131 3.067 3.294  0.00
H 0.093 4.372 4.282  0.00
H 2.727 3.915 4.065  0.00
H 2.976 1.775 2.444  0.00
H -5.764 0.549 0.975  0.00
H -6.981 1.515 -0.942  0.00
H -5.931 3.299 -2.294  0.00
H -3.680 4.129 -1.686  0.00
H -2.502 3.214 0.253  0.00
O -1.276 -3.678 6.020  0.00
C -2.297 -3.702 5.196  0.00
O -3.330 -4.295 5.467  0.00
C -2.165 -2.991 3.911  0.00
C -3.113 -3.048 2.897  0.00
N -2.697 -2.263 1.900  0.00
N -1.524 -1.710 2.190  0.00
C -1.165 -2.124 3.397  0.00
C 0.202 -1.756 3.928  0.00
O 0.516 -2.211 5.062  0.00
O 0.946 -1.096 3.194  0.00
H -0.484 -3.069 5.645  0.00
H -4.027 -3.604 2.859  0.00
H -3.060 -2.186 0.923  0.00
Cl -1.677 1.003 -1.728  0.13
C -3.001 0.019 -2.208  0.63
Cl -3.354 -2.189 -1.027  0.17
H -2.872 -0.414 -3.184  0.03
H -3.955 0.458 -1.977  0.02
C 5.797 -1.355 0.030  0.00
C 4.928 -1.007 1.051  0.00
C 3.559 -1.024 0.844  0.00
C 3.023 -1.378 -0.393  0.00
C 3.911 -1.761 -1.394  0.00
C 5.281 -1.737 -1.197  0.00
Si 1.102 -1.337 -0.678  0.00
C 0.943 -0.892 -2.543  0.00
C -0.153 -1.370 -3.257  0.00
C -0.303 -1.125 -4.609  0.00
C 0.641 -0.369 -5.285  0.00
C 1.715 0.153 -4.584  0.00
C 1.856 -0.099 -3.230  0.00
C 0.749 -3.226 -0.627  0.00
C 0.493 -3.812 0.609  0.00
C 0.218 -5.161 0.725  0.00
C 0.196 -5.964 -0.404  0.00
C 0.467 -5.403 -1.641  0.00
C 0.742 -4.051 -1.749  0.00
H 6.868 -1.337 0.185  0.00
H 5.314 -0.728 2.021  0.00
H 2.893 -0.772 1.659  0.00
H 3.520 -2.083 -2.350  0.00
H 5.946 -2.034 -2.000  0.00
H -0.904 -1.942 -2.736  0.00
H -1.154 -1.523 -5.146  0.00
H 0.546 -0.194 -6.351  0.00
H 2.456 0.753 -5.104  0.00
H 2.703 0.316 -2.698  0.00
H 0.502 -3.193 1.493  0.00
H 0.004 -5.580 1.699  0.00
H -0.036 -7.019 -0.319  0.00
H 0.447 -6.021 -2.532  0.00
H 0.943 -3.632 -2.727  0.00
C 3.319 3.829 -2.942  0.00
N 2.313 3.824 -1.919  0.00
C 1.164 4.685 -1.992  0.00
C 0.306 4.129 -0.810  0.00
O -0.716 4.641 -0.429  0.00
N 0.941 3.041 -0.318  0.00
C 2.075 2.889 -0.951  0.00
N 2.983 1.977 -0.593  0.00
H 3.611 4.864 -3.145  0.00
H 2.948 3.387 -3.876  0.00
H 4.206 3.284 -2.616  0.00
H 0.619 4.582 -2.937  0.00
H 1.427 5.737 -1.832  0.00
H 2.683 1.312 0.105  0.00
H 3.739 1.721 -1.199  0.00

Atomic forces in eV per Å
Hg 0.583 -0.433 -0.237
C -0.309 -0.082 0.149
N 0.684 0.152 0.024
C -0.609 -0.175 -0.093
C 0.831 0.183 0.116
C -0.498 0.052 -0.054
C 0.333 0.201 0.099
C 0.080 -0.180 -0.133
N -0.586 -0.262 0.196
C -0.048 -0.002 -0.059
C 0.041 -0.023 -0.004
C -0.165 -0.011 0.035
C -0.090 0.084 -0.149
C -0.055 0.174 -0.090
C -0.031 0.051 0.181
H 0.249 -0.191 -0.109
H -0.035 0.108 0.075
H 0.071 -0.151 -0.083
H -0.128 0.065 0.057
H 0.050 -0.023 0.013
H 0.097 -0.105 -0.044
H 0.007 -0.061 0.040
H 0.042 -0.046 0.011
H 0.012 -0.015 0.014
H 0.052 0.054 -0.028
H 0.087 0.017 -0.034
O 0.373 0.292 -0.113
C -0.182 -0.247 0.265
O 0.026 -0.051 0.005
C -0.031 0.287 -0.464
C 0.156 -0.012 0.386
N 0.102 -0.198 0.328
N 0.448 0.357 -0.051
C -0.293 -0.181 -0.129
C 0.157 -0.097 -0.053
O -0.242 -0.268 0.407
O 0.017 0.183 -0.325
H -0.300 -0.115 -0.001
H -0.194 -0.101 -0.056
H 0.039 0.004 0.036
Cl 0.391 0.292 -0.026
C -0.160 0.791 -0.637
Cl -0.195 -0.669 0.167
H 0.061 -0.189 -0.089
H -0.149 -0.040 0.183
C 0.090 0.076 0.053
C 0.184 -0.021 0.144
C -0.132 0.036 0.006
C -0.679 0.318 0.076
C -0.060 -0.037 -0.153
C 0.095 -0.154 -0.156
Si 0.289 -0.302 -0.188
C 0.005 0.009 0.563
C -0.032 -0.116 0.061
C -0.058 -0.003 -0.217
C 0.047 0.026 -0.104
C 0.148 0.205 -0.249
C 0.087 -0.005 0.142
C -0.225 0.659 0.062
C 0.041 0.115 0.070
C -0.018 -0.175 0.132
C -0.012 -0.093 0.028
C 0.008 -0.191 -0.124
C 0.070 0.135 -0.086
H 0.060 0.011 0.046
H 0.060 0.033 0.121
H -0.102 0.073 0.169
H -0.006 -0.002 -0.128
H 0.021 0.000 -0.008
H -0.248 -0.164 0.102
H -0.068 -0.028 0.049
H -0.026 0.035 0.017
H 0.001 0.016 0.015
H 0.046 -0.031 -0.059
H -0.025 0.075 0.154
H -0.012 -0.035 0.051
H -0.009 -0.004 -0.013
H 0.013 -0.003 -0.005
H -0.012 -0.004 -0.046
C -0.039 -0.088 -0.035
N 0.254 0.017 -0.159
C -0.347 0.010 0.245
C 0.618 0.399 -0.743
O -0.462 0.192 0.045
N -0.275 -0.657 0.503
C -0.086 0.712 -0.117
N -0.047 -0.041 -0.084
H 0.068 -0.115 0.002
H 0.094 -0.007 0.051
H -0.007 0.031 -0.042
H 0.019 -0.003 0.048
H -0.068 -0.129 -0.017
H 0.032 -0.090 0.011
H 0.018 -0.105 0.043

***

Record 2
Density functional theory data (the ωB97M-V functional and the def2-TZVPD basis) for a molecular structure, C40H38FN4O9SiV.

Summary:
gap between HOMO and LUMO: 6.28 eV
net charge: +2
maximum force: 0.5 eV/A
LUMO level: -7.65 eV

Last column: Löwdin charge in e.
CARTESIAN COORDINATES (ANGSTROEM)
V 0.101 0.503 -0.026  1.08
C -0.256 1.292 1.744  -0.12
Si -0.928 2.968 1.059  0.72
C -0.051 3.060 -0.670  -0.16
N -0.099 1.832 -1.520  -0.25
C 1.030 1.763 -2.514  -0.14
C 0.892 2.801 -3.617  -0.15
C -0.430 2.651 -4.356  -0.17
C -1.580 2.724 -3.361  -0.15
C -1.420 1.703 -2.244  -0.14
C -2.766 2.984 0.857  -0.28
C -3.327 3.974 0.040  -0.10
C -4.700 4.074 -0.113  -0.06
C -5.534 3.183 0.551  -0.05
C -4.993 2.200 1.367  -0.05
C -3.619 2.103 1.522  -0.09
C -0.197 4.309 2.099  -0.25
C 1.186 4.432 2.263  -0.10
C 1.713 5.428 3.065  -0.06
C 0.861 6.313 3.715  -0.05
C -0.513 6.199 3.565  -0.05
C -1.043 5.199 2.763  -0.07
H -0.962 0.710 2.333  0.07
H 0.681 1.437 2.279  0.04
H 1.002 3.292 -0.489  0.10
H -0.465 3.904 -1.224  0.10
H 1.021 0.752 -2.929  0.14
H 1.958 1.889 -1.963  0.12
H 1.740 2.673 -4.291  0.13
H 0.985 3.806 -3.197  0.12
H -0.453 1.688 -4.877  0.13
H -0.534 3.423 -5.117  0.13
H -2.537 2.518 -3.844  0.13
H -1.667 3.732 -2.948  0.11
H -1.443 0.692 -2.655  0.14
H -2.212 1.799 -1.506  0.11
H -2.692 4.692 -0.472  0.11
H -5.121 4.848 -0.742  0.11
H -6.606 3.260 0.435  0.12
H -5.642 1.508 1.887  0.12
H -3.220 1.324 2.160  0.10
H 1.867 3.743 1.769  0.10
H 2.784 5.516 3.189  0.11
H 1.272 7.092 4.344  0.12
H -1.174 6.886 4.076  0.12
H -2.118 5.114 2.655  0.11
C -3.704 -5.943 -0.052  -0.03
C -2.743 -5.831 -1.226  -0.27
C -1.892 -7.083 -1.341  -0.14
C -0.844 -6.943 -2.428  -0.11
C 0.029 -5.760 -2.135  -0.12
C 1.359 -5.743 -2.482  0.10
C 2.149 -4.619 -2.228  -0.23
F 3.426 -4.655 -2.587  0.12
C 1.646 -3.495 -1.639  0.10
C 0.293 -3.493 -1.267  -0.03
C -0.286 -2.321 -0.679  -0.19
O 0.485 -1.309 -0.400  -0.07
C -1.651 -2.338 -0.410  -0.01
C -2.377 -3.507 -0.596  0.07
N -1.854 -4.610 -1.093  0.07
C -0.517 -4.628 -1.494  -0.04
C -2.317 -1.162 0.178  -0.44
O -3.341 -1.149 0.785  0.19
O -1.602 -0.025 -0.052  -0.15
H -4.193 -6.914 -0.111  0.10
H -4.497 -5.198 -0.055  0.08
H -3.167 -5.897 0.897  0.11
H -3.294 -5.680 -2.157  0.17
H -2.564 -7.912 -1.559  0.14
H -1.422 -7.296 -0.377  0.14
H -1.330 -6.803 -3.399  0.14
H -0.237 -7.843 -2.507  0.13
H 1.813 -6.597 -2.967  0.15
H 2.266 -2.625 -1.483  0.12
H -3.418 -3.526 -0.311  0.15
O 3.277 -0.455 -1.213  0.17
C 3.029 -0.059 -0.117  -0.43
O 1.857 0.643 0.103  -0.17
C 3.844 -0.230 1.104  -0.09
C 4.928 -1.103 1.065  0.10
C 5.685 -1.263 2.206  -0.08
C 5.423 -0.579 3.381  0.12
C 4.347 0.286 3.375  -0.09
C 3.553 0.472 2.264  0.08
N 4.015 1.049 4.599  -0.34
O 4.728 0.893 5.558  0.14
O 3.042 1.778 4.541  0.08
N 6.828 -2.209 2.175  -0.35
O 6.986 -2.832 1.149  0.11
O 7.493 -2.291 3.178  0.12
H 5.180 -1.649 0.166  0.14
H 6.037 -0.718 4.260  0.15
H 2.742 1.179 2.318  0.10

Atomic forces in eV per Å
V -0.022 -0.269 -0.081
C 0.006 -0.109 0.034
Si -0.031 0.077 0.048
C 0.189 0.020 0.073
N -0.075 -0.005 0.006
C 0.030 -0.042 -0.056
C -0.002 0.004 0.008
C -0.001 0.020 0.002
C 0.011 -0.007 0.010
C -0.061 0.012 -0.043
C 0.111 0.026 -0.005
C 0.044 0.021 -0.016
C -0.025 -0.006 0.001
C 0.016 -0.003 0.006
C -0.037 0.004 -0.003
C 0.055 -0.031 0.003
C -0.004 -0.135 -0.107
C 0.029 -0.018 -0.001
C 0.007 0.014 0.015
C -0.013 -0.015 -0.018
C 0.027 0.025 0.019
C -0.054 -0.008 -0.015
H -0.026 0.018 -0.015
H -0.016 -0.007 0.027
H -0.013 0.023 -0.010
H -0.067 0.014 0.071
H -0.002 0.003 0.001
H -0.001 0.004 -0.002
H 0.004 -0.017 0.002
H -0.009 0.001 0.003
H -0.001 -0.005 0.003
H 0.002 0.002 0.002
H -0.004 -0.018 0.005
H 0.010 0.004 -0.004
H -0.001 0.012 -0.004
H 0.005 -0.004 -0.007
H 0.001 -0.002 0.003
H 0.001 0.004 0.002
H -0.003 -0.002 0.000
H -0.002 -0.002 0.000
H -0.013 0.007 0.007
H 0.000 0.007 0.000
H 0.003 -0.001 0.003
H 0.002 0.001 0.003
H 0.000 0.004 0.001
H 0.001 0.002 0.005
C -0.025 0.009 -0.040
C -0.023 -0.025 0.010
C -0.002 -0.008 -0.016
C -0.001 -0.032 0.008
C -0.003 0.006 -0.001
C -0.032 0.008 -0.011
C -0.016 0.067 0.035
F 0.004 -0.008 -0.011
C 0.072 -0.050 -0.033
C -0.016 0.063 0.039
C -0.402 -0.286 -0.002
O 0.245 0.199 0.043
C 0.148 0.061 0.086
C 0.006 -0.053 0.003
N -0.045 0.061 0.077
C 0.092 0.030 -0.037
C -0.020 0.013 0.033
O -0.080 -0.088 -0.103
O 0.284 0.147 -0.043
H 0.001 -0.001 -0.005
H 0.003 0.007 0.000
H 0.000 0.002 0.005
H 0.014 -0.027 -0.016
H -0.001 0.000 0.003
H 0.017 0.018 0.000
H 0.003 -0.005 -0.003
H 0.002 0.003 0.012
H -0.014 -0.012 0.002
H 0.005 0.000 0.005
H 0.004 0.006 0.009
O 0.056 -0.069 0.026
C -0.107 0.020 0.035
O -0.330 0.327 -0.020
C 0.118 -0.035 -0.040
C 0.015 -0.032 -0.028
C -0.042 0.070 0.011
C 0.016 -0.015 -0.004
C 0.002 -0.020 -0.025
C 0.011 0.030 0.002
N -0.009 0.029 0.028
O -0.001 -0.008 -0.014
O 0.013 -0.016 -0.007
N -0.070 -0.051 0.035
O 0.028 0.014 -0.015
O 0.028 0.012 -0.012
H 0.000 -0.001 0.003
H 0.000 0.006 0.000
H -0.020 0.013 0.004

***

Record 3
Density functional theory data (the ωB97M-V functional and the def2-TZVPD basis) for a molecular structure, C40H38N6PtS2.

Summary:
relative energy (zero: lowest compared OMol25 entry of this formula, charge and spin): 2.498 eV
gap between HOMO and LUMO (alpha / beta): 6.26 / 5.80 eV
maximum force: 0.5 eV/A
multiplicity: 5
LUMO level (alpha / beta): 0.07 / -1.86 eV

Last column: Löwdin spin population.
CARTESIAN COORDINATES (ANGSTROEM)
Pt 1.076 -1.302 1.927  1.15
S 1.136 -3.696 1.277  0.50
C 2.790 -4.090 1.231  0.12
C 3.156 -5.430 0.920  0.02
C 4.462 -5.816 0.880  0.05
C 5.492 -4.881 1.143  0.04
C 5.183 -3.589 1.438  0.02
C 3.829 -3.147 1.494  0.12
S 3.539 -1.515 1.853  0.54
H 2.364 -6.141 0.725  0.00
H 4.710 -6.844 0.649  0.00
H 6.528 -5.194 1.117  0.00
H 5.962 -2.868 1.646  0.00
C 0.845 2.470 1.494  0.03
N -0.597 0.676 3.163  0.10
C -2.782 1.339 2.394  0.00
C 0.281 0.868 4.311  0.01
C 0.848 -0.439 4.807  0.04
C 1.133 -0.520 6.171  0.00
C 1.618 -1.686 6.736  0.01
C 1.799 -2.800 5.923  0.00
C 1.533 -2.711 4.565  0.02
C 1.072 -1.530 3.968  0.12
H 1.074 3.173 2.297  0.00
H 1.279 2.846 0.567  0.00
H 1.282 1.497 1.719  0.02
H -3.392 2.139 1.977  0.00
H -3.238 1.027 3.336  0.00
H -2.780 0.494 1.701  0.00
H -0.244 1.314 5.162  0.00
H 1.078 1.567 4.045  0.00
H 0.954 0.346 6.801  0.00
H 1.835 -1.731 7.796  0.00
H 2.156 -3.732 6.344  0.00
H 1.701 -3.588 3.951  0.00
C -0.869 -2.197 -1.019  0.01
C 0.394 -1.436 -1.192  0.02
N 1.040 -0.776 -0.256  0.05
C 2.139 -0.195 -0.857  0.02
C 2.174 -0.543 -2.165  0.00
N 1.062 -1.341 -2.372  0.01
C 0.750 -2.066 -3.585  0.00
N -0.309 -1.494 -4.375  0.00
N -1.483 -2.160 -4.511  0.00
N -2.236 -1.533 -5.327  0.00
C -1.552 -0.421 -5.784  0.00
C -1.918 0.551 -6.718  0.00
C -0.985 1.514 -7.019  0.00
C 0.284 1.530 -6.401  0.00
C 0.649 0.597 -5.457  0.00
C -0.302 -0.390 -5.173  0.00
H -1.240 -2.027 -0.011  0.01
H -0.708 -3.270 -1.148  0.00
H -1.624 -1.877 -1.738  0.00
H 2.839 0.401 -0.300  0.00
H 2.879 -0.327 -2.948  0.00
H 0.437 -3.077 -3.336  0.00
H 1.657 -2.114 -4.185  0.00
H -2.890 0.525 -7.191  0.00
H -1.221 2.279 -7.747  0.00
H 0.984 2.312 -6.664  0.00
H 1.616 0.626 -4.974  0.00
C -4.441 3.368 -3.179  -0.01
C -4.388 3.508 -1.800  0.00
C -3.447 2.809 -1.059  -0.01
C -2.529 1.966 -1.684  0.03
C -2.605 1.821 -3.068  0.00
C -3.545 2.517 -3.811  0.00
C -1.489 1.189 -0.955  0.09
C -0.940 1.390 0.219  0.65
C -0.689 2.342 1.328  0.09
C -1.172 3.732 0.944  0.03
C -1.574 4.613 1.856  0.01
C -1.642 4.236 3.269  0.00
C -1.490 2.969 3.646  0.00
C -1.354 1.832 2.653  0.01
H -5.182 3.908 -3.755  0.00
H -5.091 4.158 -1.294  0.00
H -3.426 2.919 0.015  0.00
H -1.914 1.153 -3.564  0.00
H -3.581 2.390 -4.886  0.00
H -1.154 0.307 -1.511  0.02
H -1.076 4.005 -0.100  0.00
H -1.837 5.623 1.567  0.00
H -1.838 5.005 4.007  0.00
H -1.596 2.707 4.692  0.00
H -1.248 -0.065 3.392  0.01

Atomic forces in eV per Å
Pt 0.278 -0.356 -0.144
S 0.008 0.267 0.079
C 0.052 -0.032 -0.027
C 0.022 0.041 0.012
C 0.010 -0.001 0.000
C -0.007 -0.030 0.007
C -0.076 0.010 0.008
C 0.061 -0.070 -0.075
S -0.393 0.075 0.088
H -0.008 0.011 0.003
H 0.021 0.004 0.000
H -0.014 -0.020 -0.014
H -0.014 0.013 -0.003
C -0.057 0.018 -0.019
N -0.129 -0.058 0.095
C -0.031 0.058 -0.063
C 0.064 0.109 0.086
C -0.042 0.042 0.200
C -0.069 -0.076 0.064
C -0.007 -0.039 -0.065
C -0.030 0.067 -0.032
C 0.014 -0.008 0.143
C 0.175 -0.115 -0.180
H -0.001 0.003 -0.003
H -0.003 -0.003 0.006
H 0.025 -0.009 0.005
H -0.026 -0.008 -0.027
H 0.009 0.008 0.003
H 0.001 0.003 0.007
H 0.024 0.072 -0.005
H 0.033 -0.023 -0.081
H 0.004 0.001 -0.004
H -0.002 -0.010 -0.007
H -0.001 0.005 0.003
H 0.022 0.012 -0.041
C 0.033 -0.113 0.012
C 0.151 -0.254 0.073
N 0.165 0.005 0.052
C -0.003 -0.072 -0.048
C -0.057 0.012 0.035
N -0.128 0.051 -0.158
C 0.024 0.019 0.041
N 0.100 -0.044 0.120
N -0.080 0.135 0.058
N 0.093 0.003 -0.012
C -0.083 -0.027 -0.022
C -0.012 -0.010 -0.055
C 0.003 0.007 0.004
C -0.038 0.066 0.111
C -0.013 -0.036 -0.051
C 0.041 -0.039 -0.051
H -0.001 0.019 0.009
H 0.012 0.014 0.010
H -0.027 -0.022 -0.016
H -0.017 -0.002 0.005
H -0.022 0.004 0.000
H -0.038 -0.014 -0.019
H 0.046 0.006 0.022
H 0.001 0.001 0.011
H 0.008 0.005 0.012
H -0.011 -0.012 -0.008
H -0.008 0.008 -0.002
C 0.025 -0.009 0.000
C 0.012 -0.023 0.009
C -0.002 0.017 -0.012
C 0.046 -0.019 0.050
C -0.043 0.031 -0.031
C 0.001 -0.009 -0.020
C -0.116 -0.056 -0.009
C 0.047 0.237 -0.081
C -0.047 -0.016 -0.054
C 0.041 -0.026 0.004
C -0.020 -0.014 0.082
C 0.001 0.049 -0.088
C 0.009 -0.011 0.029
C -0.047 0.050 -0.042
H 0.009 -0.003 0.004
H 0.003 -0.006 0.005
H -0.017 -0.006 0.031
H 0.054 -0.027 -0.056
H 0.011 -0.009 0.010
H -0.091 0.241 0.049
H 0.003 0.018 0.024
H 0.005 -0.005 -0.005
H 0.010 -0.008 -0.007
H 0.007 0.004 -0.031
H 0.045 -0.071 -0.013